Here is a 2-piece molecular cluster, C3F3N overall in a non-equilibrium geometry from the Open Molecules 2025 dataset. Energies are from ωB97M-V/def2-TZVPD.

```
7
Properties=species:S:1:pos:R:3:nbo_charge:R:1
F -3.10295 -0.45223 0.15710 -0.246
C -1.99262 0.03975 0.16481 0.255
C -1.18227 0.83680 -0.26973 0.253
F -0.16573 1.51135 -0.23247 -0.255
N 0.65948 -1.23754 -0.47446 -0.402
C 1.61199 -0.83320 0.01069 0.624
F 2.81866 -0.72997 0.22100 -0.228
```

Properties
DFT total energy = -12746.9505 eV
2S+1 = 1
ΔE to the lowest compared entry with this formula, charge and spin = 102.4 kcal per mole
frontier orbital gap = 9.60 eV
SMILES = FC#CF.N#CF
net charge = 0
highest occupied orbital energy = -9.47 eV
F_max = 0.106 hartree/bohr



Here is one molecule with the formula C3F5N in a non-equilibrium geometry from the Open Molecules 2025 dataset. Energies are from ωB97M-V/def2-TZVPD.

```
9
Properties=species:S:1:pos:R:3:nbo_charge:R:1
F 0.56406 -0.55833 1.93907 -0.302
C 0.40997 0.63317 1.34801 1.007
F 1.55604 1.31345 1.07505 -0.298
F -0.43890 1.22426 2.16230 -0.291
C -0.26447 0.32369 -0.23262 0.077
N -1.20554 0.50012 -1.10228 -0.290
C -0.21870 -0.59063 -1.35416 0.707
F 0.72935 -0.37602 -2.26334 -0.319
F -0.60209 -1.83673 -1.44837 -0.291
```

Properties
DFT total energy = -18185.6966 eV
2S+1 = 1
ΔE to the lowest compared entry with this formula, charge and spin = 22.3 kcal per mole
frontier orbital gap = 11.04 eV
SMILES = FC(F)(F)C1=NC1(F)F
net charge = 0
highest occupied orbital energy = -10.80 eV
F_max = 0.072 hartree/bohr



Here is a 2-piece molecular cluster, C3F8N2S overall in a non-equilibrium geometry from the Open Molecules 2025 dataset. Energies are from ωB97M-V/def2-TZVPD.

```
14
Properties=species:S:1:pos:R:3:nbo_charge:R:1
C 0.66731 -0.09940 -0.05147 -0.267
C 0.63545 1.36963 -0.13394 0.971
C 2.09208 -0.65500 -0.24548 0.980
N -0.24725 -0.91039 0.21651 0.080
N -1.15229 -1.47863 0.59451 0.025
F -0.29310 1.67026 -1.05010 -0.327
F 0.20014 2.01920 0.95139 -0.308
F 1.76808 1.95936 -0.61630 -0.298
F 2.84389 0.01727 -1.14040 -0.301
F 2.83847 -0.54406 0.89542 -0.331
F 2.03996 -1.97019 -0.54103 -0.315
F -4.01376 -1.40355 -0.51532 -0.464
F -3.82582 0.79577 0.66987 -0.455
S -3.55314 -0.77026 0.96634 1.012
```

Properties
DFT total energy = -38662.7774 eV
2S+1 = 1
frontier orbital gap = 9.41 eV
net charge = 0
highest occupied orbital energy = -10.05 eV
F_max = 0.112 hartree/bohr



Here is a 2-piece molecular cluster, C3H10BINO6P overall in a non-equilibrium geometry from the Open Molecules 2025 dataset. Energies are from ωB97M-V/def2-TZVPD.

```
23
Properties=species:S:1:pos:R:3:nbo_charge:R:1
C -1.14788 0.13058 0.57764 -0.275
O 0.11442 0.35276 -0.00944 -0.657
P 0.32489 -0.23009 -1.62463 2.216
O 1.57776 0.63665 -1.78024 -0.962
O -1.00862 0.59556 -2.12245 -0.833
C -0.92562 1.99432 -2.31618 -0.244
O 0.53528 -0.81297 -3.23985 -0.636
C 0.82967 -2.19367 -3.28793 -0.274
H -1.00814 -0.13196 1.62810 0.194
H -1.72988 1.05960 0.53773 0.183
H -1.69123 -0.67267 0.08690 0.174
H -0.13952 2.44696 -1.71118 0.202
H -1.87777 2.44158 -2.02290 0.179
H -0.74797 2.20520 -3.37392 0.188
H 0.00389 -2.75830 -2.85933 0.164
H 1.75057 -2.39866 -2.73601 0.176
H 0.96127 -2.49081 -4.33194 0.199
O -1.07816 -0.28379 4.84331 -0.274
N -0.36564 -0.45824 3.83730 0.400
O 0.72701 -1.09256 4.36491 -0.590
B 1.35623 -0.00178 5.19152 0.595
I 2.15134 1.70167 3.98101 -0.046
H 1.38809 -0.03938 6.36758 -0.078
```

Properties
DFT total energy = -35108.0243 eV
2S+1 = 1
ΔE to the lowest compared entry with this formula, charge and spin = 109.3 kcal per mole
frontier orbital gap = 6.74 eV
SMILES = COP(=O)(OC)OC.O=NOBI
net charge = 0
highest occupied orbital energy = -9.45 eV
F_max = 0.203 hartree/bohr



Here is C3H10BrNOSb as an isolated structure from the Open Molecules 2025 dataset. Energies are from ωB97M-V/def2-TZVPD.

```
17
Properties=species:S:1:pos:R:3:nbo_charge:R:1
N 1.34393 1.61873 0.72862 -0.847
C 1.63574 0.83651 -0.38552 0.696
O 1.95063 1.34257 -1.44755 -0.620
C 1.58679 -0.65771 -0.15260 -0.519
C 0.20093 -1.27615 0.15293 -0.794
Sb -1.70849 -0.18528 -0.15321 1.027
Br -4.07052 1.10469 -0.36599 -0.649
H 0.72014 1.14338 1.37257 0.389
H 0.91163 2.49137 0.44054 0.389
H 2.25610 -0.87899 0.69163 0.207
H 2.03824 -1.11345 -1.04032 0.221
H 0.15869 -1.56729 1.21102 0.200
H 0.10634 -2.20164 -0.42655 0.217
H -2.24999 -1.34757 -1.36492 -0.233
H -1.10011 0.84141 -1.41320 -0.196
H -1.31336 1.02063 1.06789 -0.268
H -2.46669 -1.17122 1.08464 -0.222
```

Properties
DFT total energy = -83389.8998 eV
2S+1 = 1
ΔE to the lowest compared entry with this formula, charge and spin = 0.0 kcal per mole
frontier orbital gap = 7.93 eV
net charge = -1
highest occupied orbital energy = -4.39 eV
F_max = 0.016 hartree/bohr



Here is a 2-piece molecular cluster, C3H10ClN2OP overall in a non-equilibrium geometry from the Open Molecules 2025 dataset. Energies are from ωB97M-V/def2-TZVPD.

```
18
Properties=species:S:1:pos:R:3:nbo_charge:R:1
C 0.98296 0.67803 -3.03851 -0.387
N 0.78764 -0.37577 -2.04728 -1.015
P 0.50301 -0.33488 -0.41148 2.182
N -0.39001 1.05428 -0.15076 -1.203
O 0.14662 -1.62682 0.18950 -1.061
Cl 2.35210 0.35516 0.24747 -0.364
H 0.86969 1.63957 -2.66731 0.210
H 1.88666 0.54790 -3.53407 0.193
H 0.21834 0.55010 -3.71623 0.191
H 0.46155 -1.32023 -2.53498 0.424
H -0.02093 1.73599 0.46954 0.412
H -1.27637 0.69375 0.36540 0.417
C -1.55102 -0.96707 2.57927 -0.386
C -0.60111 -0.17526 3.00321 -0.423
H -1.39149 -2.05507 2.28349 0.220
H -2.58043 -0.63062 2.56498 0.182
H -0.83097 0.83079 3.34690 0.194
H 0.43375 -0.59985 3.05085 0.213
```

Properties
DFT total energy = -30113.1958 eV
2S+1 = 1
ΔE to the lowest compared entry with this formula, charge and spin = 0.0 kcal per mole
frontier orbital gap = 10.56 eV
SMILES = CN[P@@](N)(=O)Cl.C=C
net charge = 0
highest occupied orbital energy = -9.77 eV
F_max = 0.076 hartree/bohr



Here is C3H10CsN2O2 as an isolated structure in a non-equilibrium geometry from the Open Molecules 2025 dataset. Energies are from ωB97M-V/def2-TZVPD.

```
18
Properties=species:S:1:pos:R:3:nbo_charge:R:1
Cs 2.01853 1.73199 -0.36326 0.990
C -0.85733 0.74676 -2.67653 0.784
O 0.20100 1.39786 -2.68595 -0.754
N -2.01156 1.25323 -3.16434 -0.815
N -0.96702 -0.45124 -2.03830 -0.820
H -2.87611 0.75519 -3.07556 0.401
H -1.97668 2.10323 -3.69423 0.422
H -0.13554 -0.87907 -1.70315 0.382
H -1.78162 -1.01825 -2.18483 0.405
C 0.75377 -0.26455 3.30232 -0.633
C 1.21554 -0.95521 2.03429 -0.083
O 0.38194 -0.48195 0.98209 -0.726
H 1.19996 -0.73429 4.18468 0.233
H -0.30992 -0.38313 3.51463 0.233
H 0.99982 0.79752 3.31530 0.199
H 1.12425 -2.03301 2.20645 0.186
H 2.29157 -0.78407 1.90085 0.151
H 0.72940 -0.80100 0.14554 0.445
```

Properties
DFT total energy = -10892.2207 eV
2S+1 = 1
ΔE to the lowest compared entry with this formula, charge and spin = 10.2 kcal per mole
frontier orbital gap = 10.40 eV
net charge = +1
highest occupied orbital energy = -13.69 eV
F_max = 0.030 hartree/bohr



Here is a 3-piece molecular cluster, C3H10IN2O2 overall in a non-equilibrium geometry from the Open Molecules 2025 dataset. Energies are from ωB97M-V/def2-TZVPD.

```
18
Properties=species:S:1:pos:R:3:nbo_charge:R:1
I 1.81314 -2.02898 -2.49631 -0.959
C 0.57611 3.15711 -0.47893 -0.626
C 0.56656 1.67278 -0.88979 -0.057
O 1.25840 1.62071 -2.13976 -0.763
H 0.16841 3.12571 0.53147 0.191
H -0.14884 3.63342 -1.13898 0.201
H 1.56879 3.59216 -0.59474 0.218
H -0.40283 1.17890 -0.95687 0.157
H 1.09799 1.03991 -0.17904 0.150
H 1.32555 0.70456 -2.41862 0.505
C -0.84710 -2.71404 1.22263 0.749
O -0.63487 -3.81904 0.88043 -0.653
N -0.15854 -1.65087 0.83287 -0.855
N -1.88321 -2.40621 1.95332 -0.838
H 0.56318 -1.83025 0.14946 0.446
H -0.35807 -0.71231 1.14812 0.371
H -2.52857 -3.10669 2.28937 0.396
H -1.97609 -1.45688 2.28537 0.366
```

Properties
DFT total energy = -18452.1879 eV
2S+1 = 1
ΔE to the lowest compared entry with this formula, charge and spin = 22.2 kcal per mole
frontier orbital gap = 6.84 eV
net charge = -1
highest occupied orbital energy = -3.81 eV
F_max = 0.097 hartree/bohr



Here is an isolated ion of composition C3H10INP and charge +1 in a non-equilibrium geometry from the Open Molecules 2025 dataset. Energies are from ωB97M-V/def2-TZVPD.

```
16
Properties=species:S:1:pos:R:3:nbo_charge:R:1
C -0.15349 0.61969 1.85759 -0.400
N 0.27505 0.16402 0.35775 -0.377
C 1.05504 -1.14993 0.36837 -0.451
C -0.83317 0.23359 -0.56047 -0.482
P 0.09187 -0.13280 -2.38916 0.332
I -1.91835 -0.05030 -3.79879 0.007
H -0.40992 -0.27895 2.42456 0.242
H 0.60815 1.23198 2.38972 0.249
H -0.98720 1.32581 1.63395 0.234
H 0.82923 0.87327 0.00693 0.418
H 0.42031 -2.09077 0.59801 0.261
H 1.60453 -1.18828 -0.58443 0.250
H 1.79832 -1.24660 1.22217 0.256
H -1.38127 1.17538 -0.73039 0.263
H -1.62914 -0.58047 -0.47774 0.257
H 0.63006 1.09437 -2.31807 -0.059
```

Properties
DFT total energy = -22144.5116 eV
2S+1 = 1
ΔE to the lowest compared entry with this formula, charge and spin = 12.5 kcal per mole
frontier orbital gap = 8.88 eV
SMILES = C[NH+](C)CPI
net charge = +1
highest occupied orbital energy = -12.78 eV
F_max = 0.097 hartree/bohr



Here is a 2-piece molecular cluster, C3H10N overall in a non-equilibrium geometry from the Open Molecules 2025 dataset. Energies are from ωB97M-V/def2-TZVPD.

```
14
Properties=species:S:1:pos:R:3:nbo_charge:R:1
C -1.02851 2.93157 0.72985 -0.864
H -1.39523 3.61380 1.49216 0.237
H -0.12489 3.39782 0.35209 0.224
H -0.99951 1.94974 1.19332 0.184
H -1.74448 2.91004 -0.08981 0.222
C 0.59451 -2.10738 -1.47359 -0.413
C 0.61128 -0.84969 0.65690 0.131
N 0.53013 -1.92851 0.01091 -0.372
H 0.87428 -1.13339 -1.85581 0.237
H 1.32996 -2.89258 -1.62747 0.249
H -0.36796 -2.46901 -1.82317 0.254
H 0.71393 0.11144 0.15572 0.230
H 0.55898 -0.75140 1.73650 0.244
H 0.44751 -2.78245 0.54238 0.438
```

Properties
DFT total energy = -4755.4649 eV
2S+1 = 1
ΔE to the lowest compared entry with this formula, charge and spin = 32.3 kcal per mole
frontier orbital gap = 10.67 eV
net charge = +1
highest occupied orbital energy = -15.97 eV
F_max = 0.029 hartree/bohr